{
  "formula": "C41H31BrN5NaO2S",
  "method": "wB97M-V/def2-TZVPD",
  "de_lowest_ev": 1.915,
  "lumo_ev": [3.71, 3.70],
  "charge": -2,
  "total_energy_ev": -139859.87424,
  "species": ["Na", "O", "C", "C", "C", "C", "C", "C", "C", "N", "C", "C", "N", "C", "C", "C", "C", "C", "C", "C", "O", "H", "H", "H", "H", "H", "H", "H", "H", "H", "H", "H", "H", "H", "H", "S", "C", "C", "C", "C", "C", "C", "N", "C", "C", "C", "C", "C", "C", "C", "H", "H", "H", "H", "H", "H", "H", "H", "Br", "C", "C", "C", "C", "C", "C", "N", "C", "C", "C", "C", "C", "C", "N", "H", "H", "H", "H", "H", "H", "H", "H", "H"],
  "positions_angstrom": [[-0.0201, 0.0724, 0.2576], [-1.0742, -1.6057, 1.1728], [-0.8576, -2.8375, 1.1325], [-1.2517, -3.7992, 2.0527], [-0.9922, -5.1888, 1.8643], [-0.2462, -5.7222, 0.8720], [0.4253, -4.8057, -0.0912], [-0.0968, -3.3389, -0.1377], [-0.8942, -2.9257, -1.3185], [-0.7996, -1.7537, -1.7803], [-1.5926, -1.3732, -2.9190], [-2.7663, -0.4599, -2.5404], [-2.5047, 0.5823, -1.5483], [-3.2550, 0.4657, -0.3661], [-3.1675, 1.3025, 0.7629], [-4.2343, 1.2857, 1.6910], [-4.2452, 2.0709, 2.8237], [-3.1550, 2.9152, 3.0706], [-2.0792, 2.9481, 2.2091], [-2.0083, 2.1389, 1.0402], [-0.9776, 2.1003, 0.2980], [-1.8260, -3.4663, 2.9088], [-1.4402, -5.8740, 2.5837], [-0.1104, -6.7960, 0.7959], [0.4399, -5.2256, -1.1061], [-1.5653, -3.6751, -1.7765], [-2.0297, -2.2493, -3.4319], [-0.9378, -0.8720, -3.6344], [-3.5520, -1.0994, -2.1313], [-3.1664, -0.0072, -3.4563], [-3.9961, -0.3257, -0.3675], [-5.0730, 0.6248, 1.4858], [-5.0800, 2.0285, 3.5140], [-3.1401, 3.5354, 3.9617], [-1.2139, 3.5633, 2.4292], [0.6096, 1.2200, -4.6114], [2.0298, 0.4651, -3.9578], [3.1367, -0.0829, -4.6011], [4.1552, -0.5916, -3.8188], [4.0849, -0.5486, -2.4207], [2.9920, -0.0061, -1.7763], [1.9474, 0.4909, -2.5586], [0.7993, 1.0614, -2.0360], [0.0230, 1.4814, -2.9662], [-1.2011, 2.2893, -2.7926], [-1.1460, 3.5677, -3.3482], [-2.1716, 4.4803, -3.1766], [-3.2873, 4.1012, -2.4482], [-3.3676, 2.8306, -1.9129], [-2.3381, 1.8969, -2.0676], [3.1962, -0.1090, -5.6821], [5.0251, -1.0298, -4.2941], [4.8985, -0.9563, -1.8342], [2.8962, 0.0088, -0.6984], [-0.2525, 3.8600, -3.8865], [-2.0860, 5.4775, -3.5902], [-4.1059, 4.7947, -2.2951], [-4.2334, 2.5312, -1.3394], [2.9420, 5.7726, 5.0790], [2.6858, 4.1178, 4.1545], [3.1764, 2.9472, 4.7012], [3.0035, 1.7451, 4.0339], [2.3411, 1.6851, 2.7871], [1.8362, 2.9076, 2.2781], [2.0019, 4.1023, 2.9428], [2.1225, 0.5817, 2.0076], [2.4573, -0.6214, 2.4475], [2.2244, -1.7871, 1.6716], [2.4723, -3.0922, 2.3038], [2.2815, -4.2456, 1.6588], [1.8589, -4.2558, 0.2267], [1.3921, -2.8572, -0.2384], [1.7640, -1.6703, 0.4486], [3.6940, 2.9661, 5.6525], [3.3978, 0.8513, 4.4983], [1.2665, 2.8626, 1.3568], [1.5913, 5.0153, 2.5307], [2.8847, -0.7880, 3.4395], [2.7940, -3.0831, 3.3404], [2.4353, -5.1933, 2.1650], [2.6427, -4.7142, -0.3913], [1.6136, -2.7121, -1.3023]],
  "forces_ev_per_angstrom": [[0.32, 0.09, -0.09], [-0.23, -0.27, 0.29], [0.21, -0.02, -0.12], [-0.14, 0.14, -0.02], [0.03, -0.17, 0.00], [-0.06, -0.06, 0.09], [0.02, 0.02, -0.02], [0.01, -0.04, 0.01], [-0.12, 0.03, -0.08], [0.03, 0.04, -0.02], [-0.06, -0.04, -0.03], [0.10, -0.07, 0.02], [-0.09, 0.26, -0.13], [0.06, -0.02, -0.03], [0.00, 0.01, 0.07], [-0.01, 0.00, 0.01], [-0.05, -0.03, 0.00], [0.04, 0.05, 0.05], [-0.02, 0.03, -0.05], [-0.19, -0.03, 0.11], [0.10, 0.21, -0.09], [0.01, 0.01, 0.02], [0.00, 0.01, 0.00], [0.02, 0.01, -0.04], [0.00, 0.00, 0.01], [-0.01, 0.02, 0.01], [0.02, 0.03, -0.01], [-0.02, 0.01, 0.00], [0.01, 0.03, 0.04], [0.02, -0.01, -0.01], [0.01, 0.00, 0.00], [0.00, 0.00, 0.00], [0.00, 0.00, 0.00], [-0.02, -0.01, 0.00], [0.01, 0.00, -0.02], [0.14, -0.08, -0.07], [-0.06, 0.05, 0.07], [-0.04, 0.02, -0.08], [0.05, -0.03, 0.02], [0.00, 0.01, -0.01], [0.00, 0.01, -0.12], [0.11, -0.09, 0.07], [-0.17, -0.04, -0.13], [0.05, 0.03, 0.21], [-0.08, 0.04, -0.08], [-0.07, 0.04, 0.01], [0.07, 0.07, -0.06], [-0.07, -0.04, 0.04], [-0.04, -0.06, 0.08], [0.11, -0.16, 0.01], [0.01, 0.00, 0.00], [-0.01, 0.00, -0.02], [0.00, 0.00, 0.01], [-0.01, -0.02, 0.04], [0.01, -0.02, 0.00], [-0.01, 0.00, 0.00], [0.00, 0.01, 0.00], [-0.02, 0.02, 0.01], [0.01, 0.02, 0.02], [0.01, -0.03, 0.00], [0.00, 0.08, 0.03], [0.04, -0.09, -0.05], [-0.13, 0.24, -0.16], [0.00, -0.07, 0.07], [0.01, 0.01, 0.01], [0.06, -0.15, 0.11], [-0.01, -0.05, 0.04], [-0.01, 0.03, 0.03], [0.00, -0.09, -0.05], [0.01, 0.10, 0.10], [0.04, -0.07, -0.08], [0.03, 0.00, 0.00], [0.00, 0.10, -0.04], [0.00, 0.02, 0.00], [0.00, -0.02, -0.05], [-0.01, 0.01, -0.02], [0.01, 0.01, 0.01], [-0.04, 0.04, 0.01], [-0.01, -0.02, 0.01], [-0.01, -0.01, -0.01], [0.01, 0.01, 0.04], [-0.02, -0.04, -0.01]]
}

---

{
  "formula": "C41H31IN2O4PSTi",
  "method": "wB97M-V/def2-TZVPD",
  "de_lowest_ev": 0.000,
  "lumo_ev": -9.83,
  "charge": 3,
  "total_energy_ev": -105508.63686,
  "species": ["Ti", "O", "C", "O", "C", "C", "C", "C", "C", "N", "C", "O", "O", "H", "H", "H", "H", "I", "C", "C", "C", "C", "C", "C", "C", "C", "C", "P", "C", "C", "C", "C", "C", "C", "C", "C", "C", "C", "C", "C", "C", "H", "H", "H", "H", "H", "H", "H", "H", "H", "H", "H", "H", "H", "H", "H", "H", "N", "S", "C", "C", "C", "C", "C", "C", "C", "C", "C", "C", "C", "C", "H", "H", "H", "H", "H", "H", "H", "H", "H", "H", "H"],
  "positions_angstrom": [[1.2018, 0.6828, 0.1882], [0.4040, 1.8991, 4.1231], [0.6512, 1.8143, 2.8619], [0.5507, 0.7585, 2.2024], [1.2612, 2.9929, 2.2090], [1.5818, 4.2221, 2.7332], [2.3915, 5.0599, 1.9575], [2.9160, 4.6185, 0.7495], [2.5509, 3.3548, 0.3201], [1.6946, 2.6168, 1.0078], [3.1610, 2.5342, -0.7922], [3.8326, 2.9221, -1.6820], [2.8143, 1.2226, -0.5794], [0.0819, 1.0552, 4.4960], [1.2511, 4.5109, 3.7224], [2.6654, 6.0359, 2.3361], [3.6160, 5.2123, 0.1760], [0.8565, 0.7174, -2.5867], [-1.0458, 0.3471, -3.3890], [-0.9697, -0.2186, -4.6277], [-2.1170, -0.3332, -5.4296], [-3.2937, 0.1798, -4.9719], [-3.3862, 0.7705, -3.6860], [-4.6261, 1.3149, -3.2753], [-4.7663, 1.8990, -2.0525], [-3.6751, 1.8940, -1.1720], [-2.4445, 1.3683, -1.5151], [-1.4080, 1.1303, -0.0367], [-2.1771, -0.2767, 0.7935], [-3.3068, -0.1872, 1.6082], [-3.8933, -1.3400, 2.1091], [-3.3771, -2.5882, 1.7858], [-2.2808, -2.6867, 0.9406], [-1.6828, -1.5372, 0.4461], [-1.5978, 2.6913, 0.8720], [-1.3126, 3.8507, 0.1391], [-1.4084, 5.0966, 0.7354], [-1.7998, 5.2047, 2.0675], [-2.0789, 4.0620, 2.8008], [-1.9720, 2.8061, 2.2090], [-2.2529, 0.8319, -2.8256], [-0.0195, -0.5591, -5.0241], [-2.0434, -0.7871, -6.4089], [-4.1840, 0.1496, -5.5885], [-5.4621, 1.2638, -3.9627], [-5.7071, 2.3333, -1.7427], [-3.8314, 2.3028, -0.1822], [-3.7625, 0.7673, 1.8297], [-4.7702, -1.2640, 2.7396], [-3.8452, -3.4835, 2.1747], [-1.9023, -3.6593, 0.6496], [-0.8546, -1.6303, -0.2473], [-1.0476, 3.7839, -0.9106], [-1.2064, 5.9880, 0.1536], [-1.9041, 6.1816, 2.5239], [-2.4001, 4.1415, 3.8326], [-2.2074, 1.9292, 2.7952], [1.6027, -1.1848, 0.4292], [2.7924, -2.0362, -0.3590], [1.9573, -3.3033, -1.2532], [2.1271, -3.2913, -2.6333], [1.4962, -4.2726, -3.3876], [0.7109, -5.2271, -2.7586], [0.5511, -5.2246, -1.3718], [1.1817, -4.2637, -0.6065], [3.6217, -2.9204, 0.9437], [4.2953, -4.0878, 0.5994], [5.0378, -4.7322, 1.5757], [5.1038, -4.2112, 2.8625], [4.4344, -3.0380, 3.1825], [3.6928, -2.3723, 2.2173], [1.0804, -1.7428, 1.1060], [2.7603, -2.5494, -3.1049], [1.6321, -4.2996, -4.4612], [0.2279, -5.9966, -3.3485], [-0.0468, -5.9917, -0.8968], [1.1021, -4.2767, 0.4757], [4.2435, -4.4954, -0.4030], [5.5652, -5.6442, 1.3292], [5.6861, -4.7220, 3.6190], [4.4950, -2.6339, 4.1846], [3.1866, -1.4496, 2.4592]],
  "forces_ev_per_angstrom": [[0.18, -0.03, -0.35], [-0.20, -0.08, 0.12], [0.18, -0.17, -0.01], [-0.12, 0.05, -0.02], [0.02, -0.07, -0.16], [0.00, 0.17, 0.13], [-0.02, 0.05, 0.06], [-0.02, 0.11, -0.02], [0.04, -0.17, 0.07], [0.08, -0.16, 0.02], [-0.01, -0.04, 0.04], [0.02, 0.03, 0.03], [-0.32, -0.03, -0.14], [0.04, 0.10, -0.04], [0.01, 0.00, -0.03], [0.00, 0.00, 0.01], [-0.01, -0.01, 0.00], [-0.07, 0.01, 0.12], [-0.08, 0.02, 0.11], [0.19, -0.14, -0.19], [-0.15, 0.02, -0.03], [0.07, -0.02, -0.01], [-0.07, -0.03, -0.10], [-0.03, 0.01, -0.02], [0.03, -0.02, -0.01], [-0.01, 0.03, -0.07], [-0.10, 0.10, 0.01], [0.26, 0.05, 0.10], [0.01, -0.11, 0.03], [-0.01, 0.00, -0.04], [-0.01, 0.00, 0.01], [-0.01, -0.01, 0.01], [0.02, -0.01, -0.02], [-0.07, 0.00, 0.07], [-0.07, 0.05, -0.13], [0.01, 0.01, 0.04], [0.01, 0.03, -0.01], [0.01, 0.02, 0.01], [0.01, -0.03, 0.02], [-0.01, 0.01, 0.02], [0.07, -0.01, 0.17], [-0.05, 0.02, 0.02], [-0.01, 0.02, 0.04], [0.03, 0.00, 0.02], [0.03, 0.00, 0.02], [0.02, -0.01, -0.01], [0.01, 0.02, 0.02], [0.01, 0.06, 0.02], [0.03, 0.00, -0.02], [0.01, 0.03, -0.01], [-0.02, 0.03, 0.02], [0.01, -0.01, -0.05], [0.00, -0.01, -0.01], [-0.01, -0.04, 0.03], [0.00, -0.04, -0.02], [0.01, 0.00, -0.04], [-0.02, -0.07, 0.01], [-0.02, 0.34, 0.17], [0.04, -0.04, -0.04], [-0.01, 0.03, -0.07], [-0.01, -0.01, 0.02], [0.00, 0.00, -0.02], [-0.02, -0.03, 0.02], [-0.01, -0.04, -0.08], [0.01, 0.04, 0.09], [0.06, -0.03, 0.02], [-0.02, -0.01, -0.02], [0.01, 0.00, 0.02], [0.02, -0.02, 0.01], [0.01, 0.00, 0.02], [0.03, -0.08, -0.03], [0.03, -0.02, 0.02], [0.00, 0.00, 0.00], [0.00, 0.00, 0.04], [0.02, 0.03, 0.03], [0.02, 0.02, 0.00], [0.00, -0.02, -0.03], [0.00, 0.02, 0.03], [-0.01, 0.02, 0.01], [-0.03, 0.02, -0.03], [0.00, -0.02, -0.03], [-0.03, 0.06, 0.01]]
}

---

{
  "formula": "C41H31N2O5P2Re",
  "method": "wB97M-V/def2-TZVPD",
  "de_lowest_ev": 1.495,
  "lumo_ev": [-10.83, -11.14],
  "charge": 3,
  "total_energy_ev": -76918.42358,
  "multiplicity": 4,
  "species": ["Re", "O", "C", "C", "C", "C", "C", "C", "P", "C", "C", "C", "C", "C", "C", "C", "C", "C", "C", "C", "C", "C", "C", "C", "C", "C", "C", "P", "C", "C", "C", "C", "C", "C", "C", "C", "C", "C", "C", "C", "H", "H", "H", "H", "H", "H", "H", "H", "H", "H", "H", "H", "H", "H", "H", "H", "H", "H", "H", "H", "H", "H", "H", "H", "H", "H", "H", "H", "O", "C", "O", "C", "C", "N", "N", "C", "C", "O", "O", "H", "H", "H"],
  "positions_angstrom": [[0.4920, -0.6541, 0.1770], [1.6076, -2.6541, -2.4178], [0.7324, -3.6559, -2.7206], [0.9190, -4.7536, -3.5633], [-0.0767, -5.7023, -3.7215], [-1.2946, -5.5826, -3.0684], [-1.5092, -4.4912, -2.2455], [-0.5080, -3.5440, -2.0526], [-0.9690, -2.1641, -0.9612], [-1.5736, -2.8934, 0.5896], [-2.4038, -2.1337, 1.4259], [-2.7476, -2.6204, 2.6759], [-2.2626, -3.8499, 3.1041], [-1.4286, -4.5987, 2.2821], [-1.0681, -4.1172, 1.0367], [-2.2891, -1.3002, -1.8553], [-3.6263, -1.6579, -1.6989], [-4.5864, -1.0166, -2.4663], [-4.2131, -0.0375, -3.3755], [-2.8808, 0.3175, -3.5250], [-1.9106, -0.3164, -2.7711], [2.8988, -2.4458, -2.8161], [3.7195, -3.2015, -3.6521], [5.0216, -2.7998, -3.9065], [5.5541, -1.6545, -3.3357], [4.7614, -0.8900, -2.4948], [3.4491, -1.2753, -2.2506], [2.5336, -0.3256, -1.0109], [2.8521, 1.4317, -1.2345], [2.6811, 2.3148, -0.1596], [2.8269, 3.6746, -0.3613], [3.1098, 4.1664, -1.6302], [3.2554, 3.2962, -2.7029], [3.1157, 1.9337, -2.5149], [3.2061, -1.0453, 0.5518], [2.5583, -2.2611, 0.9011], [2.8921, -2.9023, 2.0878], [3.8617, -2.3530, 2.9153], [4.4950, -1.1660, 2.5665], [4.1581, -0.4930, 1.3995], [1.8207, -4.8975, -4.1287], [0.1023, -6.5481, -4.3669], [-2.0632, -6.3265, -3.2027], [-2.4555, -4.3805, -1.7349], [-2.7916, -1.1809, 1.0824], [-3.3955, -2.0465, 3.3222], [-2.5398, -4.2300, 4.0757], [-1.0617, -5.5577, 2.6147], [-0.4180, -4.6952, 0.3963], [-3.9258, -2.4121, -0.9857], [-5.6242, -1.2888, -2.3511], [-4.9699, 0.4465, -3.9771], [-2.5984, 1.0737, -4.2411], [-0.8657, -0.0558, -2.8748], [3.3960, -4.1146, -4.1135], [5.6338, -3.3991, -4.5602], [6.5751, -1.3685, -3.5325], [5.1618, -0.0017, -2.0266], [2.4500, 1.9332, 0.8295], [2.7190, 4.3607, 0.4644], [3.2071, 5.2300, -1.7835], [3.4721, 3.6820, -3.6871], [3.2111, 1.2566, -3.3521], [1.9713, -2.8060, 0.1517], [2.4200, -3.8372, 2.3478], [4.1485, -2.8717, 3.8166], [5.2677, -0.7661, 3.2053], [4.6552, 0.4305, 1.1385], [-2.2779, 3.8302, 2.8235], [-1.8578, 3.0119, 3.7369], [-2.0243, 3.1564, 4.9172], [-1.1022, 1.7692, 3.3060], [-0.5934, 0.8434, 4.2155], [-0.0125, -0.1349, 3.5126], [-0.1068, 0.0868, 2.1965], [-0.7698, 1.2428, 2.0462], [-1.0472, 1.7351, 0.6544], [-1.6148, 2.7869, 0.4613], [-0.6432, 0.9521, -0.2894], [-2.1096, 3.6073, 1.8704], [-0.6378, 0.8679, 5.2898], [0.4506, -0.9573, 3.8786]],
  "forces_ev_per_angstrom": [[-0.55, 0.88, 1.33], [0.07, 0.06, 0.00], [-0.95, -0.83, 0.07], [0.39, 0.47, 0.04], [-0.33, 0.09, 0.20], [0.09, 0.11, 0.01], [0.01, -0.15, 0.01], [0.97, 0.38, 0.13], [-1.25, -0.94, -1.10], [0.45, 0.64, -0.18], [-0.05, 0.12, -0.02], [-0.03, 0.11, 0.04], [0.00, 0.04, -0.10], [0.08, -0.01, -0.04], [0.14, -0.12, -0.01], [0.46, 0.19, 0.42], [-0.01, 0.08, 0.13], [0.08, -0.09, 0.02], [-0.14, -0.03, -0.01], [0.18, -0.07, -0.10], [-0.06, -0.12, 0.16], [0.91, 0.51, -0.11], [-0.56, -0.17, 0.15], [0.08, 0.33, 0.19], [-0.11, 0.01, 0.09], [0.14, -0.06, -0.09], [-0.99, -0.31, -0.12], [1.58, 0.04, -0.35], [-0.28, -0.22, 0.15], [0.02, -0.16, 0.01], [-0.06, 0.02, 0.07], [-0.01, -0.15, -0.01], [-0.03, 0.05, 0.05], [-0.03, -0.32, 0.03], [-0.90, 0.36, -0.25], [-0.36, 0.56, -0.43], [-0.02, -0.02, 0.38], [-0.20, -0.21, -0.14], [0.07, 0.13, -0.15], [-0.07, 0.13, 0.07], [0.01, 0.05, 0.06], [0.05, -0.04, -0.09], [-0.10, -0.04, -0.01], [-0.11, -0.03, 0.01], [-0.07, 0.00, 0.02], [-0.10, 0.04, -0.01], [-0.05, -0.03, 0.08], [0.02, -0.09, 0.01], [0.04, -0.12, -0.05], [-0.03, -0.08, 0.05], [-0.09, -0.01, -0.02], [-0.01, 0.05, 0.01], [0.02, 0.08, -0.04], [0.06, 0.13, -0.12], [-0.08, 0.01, -0.01], [0.04, -0.12, -0.09], [0.07, 0.06, -0.02], [0.07, 0.07, -0.01], [0.06, 0.05, 0.11], [-0.03, 0.03, 0.10], [0.04, 0.09, 0.00], [0.01, 0.01, -0.08], [0.04, 0.01, -0.08], [-0.05, 0.00, -0.05], [0.00, -0.13, 0.00], [0.02, -0.03, 0.12], [0.08, 0.05, 0.06], [0.00, 0.09, 0.01], [-0.41, 0.80, -0.85], [0.32, -0.71, 0.82], [0.05, 0.01, -0.32], [0.02, -0.11, -0.58], [-0.19, 0.34, -0.55], [0.20, -0.17, 0.26], [0.46, -0.34, -1.43], [-0.35, 0.54, 0.77], [-1.01, 1.90, 1.81], [0.44, -0.82, -0.26], [1.75, -2.68, -0.99], [0.08, -0.18, 0.78], [0.02, -0.07, 0.16], [-0.05, 0.07, -0.13]]
}